Entry 1:
A cluster of 6 separate species, C19H49NO6 in total at a distorted geometry, computed with ωB97M-V with the def2-TZVPD basis set.

The geometry in ORCA input format:
```
! RIJCOSX wB97M-V def2-TZVPD def2/J DEFGRID3
* xyz 0 1
C -0.9987 2.0350 -2.7856
C -0.4896 1.1939 -3.9604
C -0.0168 -0.1853 -3.4929
C -1.0901 -1.2097 -3.1995
C -1.7896 -1.4433 -4.4816
C -2.4900 -0.1560 -5.1405
N -1.4879 0.9865 -5.0594
O -1.9697 2.1907 -5.5758
C -2.8101 -0.5681 -6.6037
C -3.7778 0.2417 -4.5119
C 0.7028 1.9410 -4.6073
H -1.4261 2.9558 -3.1826
H -0.2034 2.3936 -2.1322
H -1.7390 1.4436 -2.2468
H 0.8270 -0.6017 -4.0431
H 0.5472 -0.0674 -2.5676
H -1.8364 -0.9183 -2.4603
H -0.6118 -2.1102 -2.8144
H -2.5198 -2.2426 -4.3556
H -1.0250 -1.7547 -5.1933
H -3.4362 0.1804 -7.0895
H -1.8408 -0.7230 -7.0774
H -3.3798 -1.4885 -6.7315
H -4.3966 0.8763 -5.1462
H -4.3907 -0.6302 -4.2834
H -3.5798 0.8765 -3.6482
H 1.5485 2.1074 -3.9400
H 0.3932 2.8941 -5.0360
H 1.0320 1.4476 -5.5218
H -1.7553 2.0513 -6.5011
C 1.6070 -0.9805 1.9703
C 3.0155 -0.3577 1.7496
O 3.2720 0.4246 2.9426
H 1.3802 -1.3028 2.9866
H 1.4709 -1.9288 1.4506
H 0.7302 -0.3777 1.7340
H 3.0626 0.3703 0.9397
H 3.7927 -1.1148 1.6459
H 3.1223 -0.1229 3.7168
C 2.2345 -6.3192 0.5141
C 1.3070 -6.2848 1.6910
O 2.0651 -5.8792 2.8198
H 1.7446 -6.5485 -0.4322
H 3.0188 -7.0367 0.7554
H 2.6701 -5.3433 0.2996
H 0.7915 -7.2420 1.7696
H 0.5177 -5.6297 1.3220
H 1.6184 -6.2834 3.5672
C 4.8112 -0.8147 7.5946
C 3.4371 -1.5730 7.8478
O 2.6988 -1.7583 6.7328
H 5.3338 -0.5711 8.5196
H 4.6731 0.1861 7.1855
H 5.4389 -1.3502 6.8823
H 2.8374 -1.0824 8.6145
H 3.6803 -2.5439 8.2795
H 2.2693 -2.6006 6.8988
C 2.8332 6.3527 2.9724
C 2.3100 5.4268 1.9837
O 0.9761 5.7749 1.7289
H 2.4482 7.3717 2.9318
H 3.9091 6.4388 2.8205
H 2.3994 6.1288 3.9469
H 2.4945 4.3845 2.2441
H 2.6978 5.6089 0.9814
H 0.4549 5.1763 1.1889
C -4.5289 1.0962 1.8984
C -5.7671 1.0652 0.9096
O -6.9292 1.2726 1.6838
H -4.4410 2.0992 2.3160
H -3.6112 0.8587 1.3603
H -4.6764 0.3189 2.6482
H -5.6713 0.0394 0.5540
H -5.8084 1.8125 0.1172
H -7.6807 1.1230 1.1055
*
```

Output
Relative energy (zero: lowest compared OMol25 entry of this formula, charge and spin) ... 26.6 kcal per mole
E_tot ... -34267.677 eV
Highest occupied orbital energy ... -0.298 Eh
SMILES ... CC1(C)CCCC(C)(C)N1O.CCO.CCO.CCO.CCO.CCO

Entry 2:
A structure of composition C19H50B3N15O30S at a distorted geometry, computed with ωB97M-V with the def2-TZVPD basis set.

The geometry in ORCA input format:
```
! RIJCOSX wB97M-V def2-TZVPD def2/J DEFGRID3
* xyz 0 1
B 3.7755 -1.2970 1.8894
O 4.3676 -2.5313 1.5947
B 3.8693 -2.9526 0.3351
O 4.0021 -2.0002 -0.6878
B 3.1804 -0.9180 -0.2339
C 1.8606 -0.6097 -1.0498
C 0.8769 0.3878 -0.3514
C 0.4800 -0.0249 1.0871
C -0.7478 0.7988 1.6159
S -2.2587 0.4402 0.6157
C -2.3455 -1.3131 0.3471
N -2.0914 -1.9778 -0.7343
N -2.3409 -3.3035 -0.4809
C -2.7314 -3.3493 0.7605
O -2.7473 -2.1372 1.3662
O 3.6168 -0.2656 0.9342
H 3.3264 -1.1014 2.9729
H 3.3342 -3.9950 0.1783
H 1.3218 -1.5788 -1.1849
H 2.1303 -0.2349 -2.0596
H 1.2917 1.4140 -0.3047
H -0.0250 0.4349 -0.9974
H 1.2868 0.1725 1.8251
H 0.2354 -1.1083 1.1852
H -0.9862 0.5445 2.6780
H -0.4613 1.8887 1.5661
H -3.0424 -4.2188 1.3422
C 4.8482 -1.8336 -4.3727
N 3.7832 -0.8308 -4.6405
O 3.9442 -0.0749 -5.5763
O 2.8245 -0.8430 -3.8972
H 5.6362 -1.7078 -5.1078
H 5.2217 -1.6528 -3.3676
H 4.3966 -2.8188 -4.4523
C 4.4422 3.6891 -5.3370
N 5.5646 4.0372 -4.4284
O 6.1335 3.1220 -3.8570
O 5.8403 5.2124 -4.3133
H 4.3169 2.6128 -5.3346
H 3.5435 4.1856 -4.9628
H 4.7024 4.0463 -6.3306
C -2.3275 -2.6876 5.2798
N -2.1650 -1.2119 5.1682
O -1.2044 -0.8008 4.5535
O -3.0110 -0.5201 5.7023
H -1.5086 -3.1664 4.7626
H -2.3169 -2.9383 6.3387
H -3.2780 -2.9480 4.8231
C -2.3794 -7.3719 3.4293
N -2.9151 -6.0051 3.6698
O -4.1196 -5.8612 3.6701
O -2.1016 -5.1168 3.8511
H -3.2128 -8.0514 3.2855
H -1.7574 -7.3279 2.5391
H -1.7978 -7.6537 4.2981
C -1.9968 5.0720 3.3815
N -2.3839 4.2389 2.2123
O -3.5646 4.1244 1.9725
O -1.4801 3.7275 1.5768
H -2.8979 5.4579 3.8459
H -1.4481 4.4336 4.0699
H -1.3743 5.8819 3.0140
C -0.9595 -0.7788 -3.7676
N -0.9551 0.6230 -4.2657
O -0.4397 1.4631 -3.5524
O -1.4631 0.8316 -5.3468
H -0.4761 -0.8018 -2.7971
H -1.9930 -1.0975 -3.6898
H -0.4137 -1.3843 -4.4853
C 0.3626 4.5875 -2.7803
N 1.1780 5.2804 -3.8105
O 1.7739 4.5825 -4.6191
O 1.1934 6.4914 -3.7775
H 0.4416 3.5168 -2.9323
H 0.7554 4.8695 -1.8074
H -0.6656 4.9199 -2.9011
C -0.8371 4.9355 -6.7373
N -2.0853 5.6487 -6.3574
O -2.6594 6.2784 -7.2216
O -2.4414 5.5488 -5.2003
H -0.6396 5.1107 -7.7895
H -0.0346 5.3315 -6.1229
H -0.9928 3.8758 -6.5448
C -3.8290 -4.0656 -3.4734
N -3.1935 -3.3600 -4.6180
O -3.9187 -2.7479 -5.3733
O -1.9844 -3.4460 -4.7161
H -4.9011 -3.9028 -3.5149
H -3.5951 -5.1225 -3.5705
H -3.4106 -3.6526 -2.5573
C 5.4633 3.0507 -0.5382
N 4.0046 2.9719 -0.2591
O 3.2932 2.4650 -1.1062
O 3.6225 3.4213 0.8013
H 5.6565 2.6153 -1.5121
H 5.7431 4.1009 -0.5221
H 5.9747 2.4951 0.2438
C -5.2786 -0.8390 8.0417
N -5.1952 -2.2974 8.3194
O -6.0414 -3.0135 7.8258
O -4.2779 -2.6701 9.0244
H -6.1368 -0.6534 7.4046
H -5.3880 -0.3283 8.9951
H -4.3572 -0.5500 7.5429
C 1.2029 -9.8533 6.0906
N 0.1764 -9.2814 5.1784
O 0.4033 -8.1932 4.6864
O -0.8218 -9.9455 4.9885
H 2.0300 -9.1553 6.1637
H 0.7331 -10.0009 7.0595
H 1.5292 -10.7980 5.6639
C 0.3681 7.9562 -0.0140
N -0.8911 7.1938 0.2045
O -1.6606 7.6069 1.0524
O -1.0587 6.2118 -0.4819
H 0.3838 8.8033 0.6637
H 1.1971 7.2824 0.1880
H 0.3742 8.2874 -1.0496
*
```

Output
Relative energy (zero: lowest compared OMol25 entry of this formula, charge and spin) ... 0.0 kcal per mole
E_tot ... -117123.678 eV
Highest occupied orbital energy ... -0.332 Eh